ORCA calculation (ωB97M-V/def2-TZVPD) on a 3-piece molecular cluster, C24H39NO2 overall.

Atoms and positions in Å:
C  0.8158  1.3966  -1.3669
C  0.4981  2.0371  -2.7476
C  -0.9769  2.2662  -2.8692
C  -1.6441  3.2741  -2.3080
C  -3.1134  3.3785  -2.4627
O  -3.6613  4.4425  -2.5331
C  -3.8241  2.0627  -2.5629
C  -5.1214  1.8324  -2.0853
N  -5.8693  2.8831  -1.4662
C  -5.6635  0.5468  -2.2226
C  -4.9651  -0.4943  -2.8202
C  -3.6790  -0.2654  -3.2996
C  -3.1278  1.0040  -3.1570
C  -1.7467  1.2602  -3.6489
O  -1.2764  0.6682  -4.5856
H  1.5588  1.9615  -0.8142
H  -0.0899  1.4087  -0.7657
H  1.0911  0.3560  -1.4939
H  0.7949  1.3364  -3.5200
H  1.0598  2.9513  -2.9088
H  -1.1179  4.0440  -1.7616
H  -5.8141  2.8458  -0.4578
H  -6.8366  2.8105  -1.7493
H  -6.6606  0.3759  -1.8396
H  -5.3963  -1.4787  -2.9160
H  -3.0981  -1.0386  -3.7771
C  3.7662  2.4549  2.2104
C  4.8937  1.6519  1.5674
C  4.3974  0.5905  0.5870
C  3.5069  -0.4894  1.2041
C  4.1465  -1.2685  2.3531
C  5.3882  -2.0510  1.9371
H  3.0984  1.8189  2.7933
H  4.1666  3.2137  2.8840
H  3.1703  2.9637  1.4494
H  5.5039  1.1885  2.3471
H  5.5546  2.3369  1.0301
H  5.2578  0.1225  0.1010
H  3.8352  1.0819  -0.2138
H  3.2152  -1.1924  0.4166
H  2.5766  -0.0367  1.5604
H  3.4060  -1.9687  2.7488
H  4.3959  -0.5928  3.1754
H  5.1512  -2.7670  1.1475
H  5.7969  -2.6086  2.7811
H  6.1778  -1.3937  1.5702
C  -0.8958  -3.3471  3.5972
C  0.0281  -2.6861  2.5780
C  -0.5165  -1.3602  2.0470
C  -1.8472  -1.4646  1.2977
C  -1.8326  -2.4054  0.0938
C  -0.8566  -1.9698  -0.9926
H  -1.8674  -3.5893  3.1644
H  -0.4616  -4.2770  3.9670
H  -1.0603  -2.6903  4.4537
H  0.2180  -3.3761  1.7513
H  0.9971  -2.4983  3.0478
H  0.2341  -0.8988  1.3983
H  -0.6485  -0.6698  2.8864
H  -2.1358  -0.4635  0.9600
H  -2.6318  -1.7852  1.9886
H  -2.8404  -2.4396  -0.3299
H  -1.6013  -3.4257  0.4108
H  -1.1046  -0.9684  -1.3528
H  -0.8919  -2.6499  -1.8456
H  0.1736  -1.9549  -0.6316

Results
Orbital gap, hartree: 0.3124
E_HOMO, eV: -9.2
LUMO level, eV: -0.68
Structure (SMILES): CCC1=CC(=O)c2c(N)cccc2C1=O.CCCCCC.CCCCCC

Atom charges from the Mulliken analysis, given in e for atoms 1 to 2: -0.614 -1.205